No. 1
71
Properties=species:S:1:pos:R:3 method="wB97M-V/def2-TZVPD" homo_lumo_gap_ev=4.8
F 2.803 1.382 1.521
C 2.498 0.214 2.162
F 3.177 -0.784 1.519
F 3.027 0.304 3.427
C 1.018 -0.043 2.213
C 0.561 -1.359 2.275
C -0.795 -1.598 2.401
C -1.729 -0.523 2.506
C -3.102 -0.750 2.788
C -4.053 0.233 2.593
N -4.940 0.995 2.422
C -1.226 0.801 2.357
C 0.138 1.035 2.245
H 1.270 -2.183 2.225
H -1.166 -2.627 2.424
H -3.447 -1.776 2.919
H -1.919 1.645 2.355
H 0.519 2.051 2.183
C -10.083 -2.041 3.515
N -9.134 -1.019 3.892
C -9.338 0.302 3.606
O -10.304 0.762 3.003
C -8.141 1.078 4.158
C -8.533 2.069 5.265
C -9.509 3.130 4.806
C -10.767 3.244 5.410
C -11.704 4.149 4.905
C -11.363 4.987 3.836
C -10.080 4.918 3.278
C -9.151 3.994 3.767
N -7.270 -0.002 4.640
C -6.040 0.256 5.097
C -5.143 -0.747 5.454
C -3.784 -0.578 5.673
C -2.967 -1.595 6.273
C -1.719 -1.279 6.875
C -0.921 -2.268 7.429
C -1.324 -3.612 7.400
C -0.430 -4.686 7.935
C -2.569 -3.937 6.851
C -3.381 -2.956 6.303
C -7.834 -1.350 4.461
C -8.042 -2.091 5.794
C -7.037 -2.215 3.471
H -10.971 -1.565 3.092
H -9.648 -2.722 2.773
H -10.367 -2.630 4.394
H -7.639 1.614 3.328
H -8.977 1.497 6.096
H -7.604 2.539 5.628
H -11.006 2.588 6.252
H -12.701 4.191 5.346
H -12.092 5.695 3.442
H -9.796 5.573 2.455
H -8.146 3.918 3.341
H -5.755 1.312 5.145
H -5.548 -1.746 5.560
H -3.349 0.421 5.564
H -1.411 -0.232 6.907
H 0.034 -2.014 7.892
H -0.898 -5.668 7.810
H 0.534 -4.699 7.408
H -0.211 -4.542 9.001
H -2.893 -4.980 6.854
H -4.345 -3.246 5.880
H -8.762 -1.540 6.414
H -8.435 -3.095 5.588
H -7.117 -2.194 6.361
H -6.977 -1.702 2.502
H -6.020 -2.394 3.823
H -7.543 -3.181 3.356


No. 2
76
Properties=species:S:1:pos:R:3 method="wB97M-V/def2-TZVPD" total_charge=-1 s2=6.032 multiplicity=5 homo_lumo_gap_ev="2.1 / 3.4"
F 4.693 -2.546 1.017
C 4.053 -2.655 2.226
F 3.644 -3.952 2.358
F 4.991 -2.411 3.199
C 2.917 -1.673 2.327
C 1.630 -2.148 2.613
C 0.576 -1.203 2.703
N -0.695 -1.740 3.008
C -1.899 -1.027 2.933
S -2.169 0.199 1.830
N -2.810 -1.514 3.846
C -3.973 -0.746 4.353
C -4.649 -0.004 3.220
C -5.379 -0.972 2.243
C -6.599 -0.192 1.753
C -6.826 0.998 2.722
N -5.566 1.126 3.587
C 0.814 0.146 2.559
C 2.104 0.586 2.245
C 2.327 2.063 2.078
F 3.598 2.359 1.692
F 1.469 2.592 1.142
F 2.085 2.739 3.252
C 3.158 -0.319 2.138
H 1.433 -3.199 2.761
H -0.735 -2.701 3.303
H -2.406 -2.167 4.488
H -4.631 -1.488 4.841
H -3.635 -0.026 5.082
H -3.894 0.596 2.628
H -4.668 -1.241 1.453
H -5.661 -1.922 2.715
H -6.434 0.216 0.742
H -7.462 -0.870 1.662
H -6.686 1.945 2.158
H -7.861 0.972 3.128
H -5.141 1.892 2.976
H 0.004 0.890 2.656
H 4.162 0.039 1.911
C -10.485 0.536 7.246
O -9.247 0.820 7.971
C -8.298 1.567 7.335
C -6.967 1.406 7.736
C -5.965 1.705 6.850
C -6.272 2.176 5.575
C -5.187 2.211 4.568
C -4.849 3.619 3.928
C -4.708 4.840 4.734
C -4.577 5.923 3.858
C -4.576 5.439 2.522
C -4.791 4.039 2.566
Fe -3.170 4.550 3.574
C -1.784 3.191 3.895
C -1.695 4.298 4.818
C -1.521 5.512 4.029
C -1.545 5.155 2.635
C -1.691 3.713 2.546
C -7.554 2.639 5.305
C -8.580 2.363 6.197
H -10.979 -0.213 7.871
H -11.117 1.438 7.166
H -10.312 0.116 6.237
H -6.797 0.943 8.703
H -4.941 1.444 7.094
H -4.247 1.801 4.929
H -4.825 4.916 5.856
H -4.479 7.014 4.097
H -4.549 6.002 1.556
H -4.901 3.315 1.721
H -1.771 2.127 4.145
H -1.637 4.218 5.902
H -1.363 6.506 4.435
H -1.371 5.821 1.787
H -1.636 3.101 1.645
H -7.739 3.141 4.352
H -9.598 2.693 5.978


No. 3
81
Properties=species:S:1:pos:R:3 method="wB97M-V/def2-TZVPD" s2=8.753 multiplicity=6 homo_lumo_gap_ev="8.0 / 8.7"
Mn -0.029 0.264 1.607
O -1.908 3.661 0.553
C -0.894 3.026 0.738
O -0.760 2.187 1.719
C 0.429 3.259 -0.099
C 1.689 3.313 0.856
C 2.893 3.906 0.134
C 3.281 2.818 -0.894
C 2.228 1.722 -0.482
O 2.055 1.899 0.931
C 0.896 2.098 -1.125
C -0.046 0.904 -1.289
O -0.581 0.716 -2.365
O 0.013 -0.018 -0.361
H 0.291 4.182 -0.657
H 1.584 3.718 1.877
H 2.733 4.864 -0.387
H 3.652 4.020 0.858
H 3.095 3.266 -1.892
H 4.303 2.529 -0.748
H 2.590 0.749 -0.777
H 1.117 2.561 -2.079
C -4.417 -2.462 -0.376
N -3.744 -1.504 0.471
C -2.630 -1.642 1.188
N -2.255 -0.468 1.697
C -3.241 0.373 1.234
N -4.150 -0.191 0.485
C -4.145 -2.188 -1.821
C -5.200 -1.695 -2.619
C -4.919 -1.397 -3.958
C -3.627 -1.391 -4.434
C -2.561 -1.772 -3.604
C -2.884 -2.239 -2.344
C -1.236 -1.707 -4.097
N -0.818 -1.236 -5.205
N 0.579 -1.134 -5.129
C 0.874 -1.625 -3.962
O -0.172 -1.954 -3.188
C 2.224 -1.698 -3.337
C 3.224 -0.862 -3.832
C 4.507 -1.063 -3.251
C 4.690 -1.920 -2.161
C 3.638 -2.680 -1.627
C 3.765 -3.433 -0.347
N 2.910 -2.825 0.669
C 2.068 -1.787 0.530
N 1.433 -1.550 1.667
C 1.955 -2.486 2.475
N 2.778 -3.288 1.923
C 2.417 -2.593 -2.314
H -5.482 -2.199 -0.186
H -4.150 -3.491 -0.039
H -1.974 -2.544 1.274
H -3.255 1.462 1.423
H -6.230 -1.597 -2.200
H -5.763 -1.041 -4.519
H -3.444 -1.052 -5.412
H -2.056 -2.501 -1.656
H 2.998 -0.174 -4.600
H 5.364 -0.500 -3.589
H 5.708 -1.936 -1.691
H 4.781 -3.442 0.027
H 3.444 -4.471 -0.473
H 1.803 -1.295 -0.422
H 1.564 -2.760 3.434
H 1.552 -3.034 -1.759
O 0.053 -0.270 3.658
S -0.435 0.173 5.057
C -2.110 0.922 4.975
C -2.052 2.458 4.991
C -0.593 2.899 4.732
C 0.268 1.879 5.460
H -2.573 0.554 5.893
H -2.589 0.406 4.124
H -2.481 2.805 5.949
H -2.702 2.896 4.218
H -0.426 3.946 5.013
H -0.503 2.780 3.638
H 0.215 2.030 6.591
H 1.371 1.873 5.239


No. 4
75
Properties=species:S:1:pos:R:3 method="wB97M-V/def2-TZVPD" total_charge=+1 s2=2.013 multiplicity=3 homo_lumo_gap_ev="7.5 / 7.3"
Mo 0.273 -0.580 0.421
C -4.297 4.628 4.030
C -3.094 3.833 3.612
C -3.238 2.723 2.774
C -2.140 1.994 2.370
C -0.878 2.388 2.811
C -0.700 3.485 3.643
C -1.820 4.199 4.038
S 0.506 1.461 2.331
O 1.696 2.025 2.863
O 0.209 0.019 2.566
N 0.476 1.345 0.698
C 0.948 2.174 -0.334
C 1.311 3.486 -0.267
C 1.751 4.140 -1.443
C 1.814 3.489 -2.641
C 1.446 2.122 -2.728
C 1.482 1.353 -3.914
C 1.115 0.035 -3.888
C 0.721 -0.549 -2.676
N 0.674 0.141 -1.550
C 1.015 1.476 -1.566
H -5.177 3.993 4.122
H -4.519 5.396 3.287
H -4.127 5.128 4.983
H -4.226 2.426 2.446
H -2.253 1.125 1.733
H 0.291 3.757 3.979
H -1.702 5.051 4.695
H 1.274 4.018 0.675
H 2.041 5.180 -1.382
H 2.151 4.003 -3.531
H 1.806 1.816 -4.838
H 1.132 -0.573 -4.780
H 0.444 -1.594 -2.620
O 2.411 -0.926 0.622
N 2.405 -2.086 0.155
O 1.218 -2.423 -0.126
C -5.277 -2.866 0.461
C -4.249 -1.765 0.760
C -4.185 -1.521 2.273
C -4.660 -0.475 0.044
Si -2.577 -2.369 0.169
O -1.480 -1.105 0.401
C -1.948 -3.783 1.204
C -2.413 -5.094 1.057
C -1.940 -6.118 1.865
C -0.997 -5.850 2.845
C -0.538 -4.553 3.027
C -1.014 -3.533 2.216
C -2.494 -2.657 -1.678
C -2.358 -3.902 -2.294
C -2.284 -4.014 -3.677
C -2.348 -2.880 -4.472
C -2.480 -1.630 -3.883
C -2.548 -1.523 -2.501
H -6.267 -2.555 0.807
H -5.030 -3.798 0.976
H -5.349 -3.074 -0.609
H -5.154 -1.158 2.632
H -3.431 -0.775 2.540
H -3.951 -2.437 2.819
H -5.629 -0.135 0.422
H -4.764 -0.622 -1.033
H -3.939 0.332 0.208
H -3.165 -5.326 0.312
H -2.311 -7.125 1.731
H -0.626 -6.648 3.474
H 0.184 -4.336 3.803
H -0.669 -2.522 2.404
H -2.286 -4.800 -1.694
H -2.177 -4.990 -4.133
H -2.301 -2.970 -5.550
H -2.538 -0.741 -4.500
H -2.647 -0.538 -2.055


No. 5
78
Properties=species:S:1:pos:R:3 method="wB97M-V/def2-TZVPD" total_charge=-1 s2=2.023 multiplicity=3 homo_lumo_gap_ev="5.1 / 4.7"
Au -2.021 1.954 0.448
Te 2.529 1.400 1.641
C 3.494 -0.344 2.487
C 4.861 -0.516 2.361
C 5.471 -1.640 2.910
N 4.763 -2.598 3.483
C 3.454 -2.475 3.580
C 2.773 -1.365 3.091
C 0.975 0.449 0.783
P -0.631 0.282 1.382
C -0.557 0.726 3.116
C -0.624 -0.270 4.095
C -0.424 0.049 5.436
C -0.157 1.351 5.793
C -0.100 2.352 4.829
C -0.314 2.038 3.499
C -1.457 -1.298 1.353
C -2.850 -1.394 1.290
C -3.468 -2.640 1.310
C -2.703 -3.793 1.350
C -1.325 -3.719 1.387
C -0.700 -2.462 1.384
P 1.093 0.302 -0.964
C 2.755 0.024 -1.529
C 3.219 0.667 -2.678
C 4.516 0.429 -3.111
C 5.307 -0.503 -2.460
C 4.833 -1.174 -1.339
C 3.539 -0.920 -0.895
C 0.043 -1.015 -1.581
C -1.332 -0.816 -1.712
C -2.189 -1.834 -2.084
C -1.676 -3.112 -2.240
C -0.326 -3.341 -2.067
C 0.555 -2.290 -1.792
H 5.468 0.212 1.787
H 6.548 -1.762 2.907
H 2.936 -3.291 4.087
H 1.688 -1.321 3.195
H -0.831 -1.315 3.826
H -0.513 -0.730 6.198
H 0.018 1.582 6.849
H 0.094 3.400 5.107
H -0.248 2.812 2.727
H -3.439 -0.465 1.227
H -4.556 -2.699 1.339
H -3.208 -4.772 1.292
H -0.710 -4.604 1.431
H 0.402 -2.420 1.402
H 2.566 1.414 -3.195
H 4.934 0.988 -3.963
H 6.314 -0.693 -2.839
H 5.458 -1.874 -0.793
H 3.156 -1.450 -0.031
H -1.730 0.204 -1.547
H -3.254 -1.619 -2.210
H -2.353 -3.958 -2.461
H 0.070 -4.363 -2.155
H 1.628 -2.496 -1.746
N -5.018 4.358 -2.479
C -3.686 4.379 -3.178
C -2.541 3.730 -2.411
N -2.775 2.346 -1.996
H -5.653 5.122 -2.780
H -4.885 4.460 -1.412
H -5.510 3.465 -2.665
H -3.435 5.433 -3.391
H -3.846 3.861 -4.135
H -2.300 4.343 -1.523
H -1.664 3.730 -3.078
H -2.581 1.709 -2.810
H -3.754 2.247 -1.705
I -4.071 3.722 0.876
Se -2.321 1.160 -5.019
Sb 0.007 0.451 -4.421
Se 0.468 2.333 -1.658
Se 1.530 1.776 -5.906
Se 0.273 -1.906 -5.302


No. 6
75
Properties=species:S:1:pos:R:3 method="wB97M-V/def2-TZVPD" total_charge=+3 s2=6.057 multiplicity=5 homo_lumo_gap_ev="7.9 / 5.1"
Ru -0.607 -0.037 0.374
C -0.762 -2.477 -4.399
C -0.789 -1.315 -3.475
C -1.067 0.023 -3.778
C -0.944 0.725 -2.609
N -0.619 -0.142 -1.589
N -0.525 -1.397 -2.169
B -0.152 -2.648 -1.363
N -1.215 -2.869 -0.278
N -1.376 -1.814 0.540
C -2.263 -2.145 1.511
C -2.692 -3.435 1.287
C -1.996 -3.876 0.148
C -2.030 -5.202 -0.520
C -2.523 -1.073 2.472
C -3.721 -0.932 3.157
C -3.918 0.171 3.978
C -2.941 1.154 4.114
C -1.738 1.031 3.440
C -1.531 -0.077 2.619
N 1.220 -2.374 -0.618
N 1.410 -1.312 0.146
C 2.688 -1.407 0.642
C 3.279 -2.596 0.136
C 2.341 -3.179 -0.664
C 2.410 -4.428 -1.463
C 3.280 -0.449 1.502
C 4.497 -0.783 2.166
C 5.103 0.108 3.012
C 4.530 1.368 3.206
C 3.343 1.731 2.544
C 2.722 0.842 1.710
C -1.103 2.187 -2.486
C -0.003 3.011 -2.253
C -0.150 4.388 -2.318
C -1.390 4.947 -2.616
C -2.482 4.129 -2.867
C -2.338 2.748 -2.814
H -1.038 -2.156 -5.400
H -1.463 -3.247 -4.077
H 0.233 -2.920 -4.440
H -1.289 0.428 -4.750
H -0.035 -3.591 -2.065
H -3.393 -4.017 1.860
H -2.754 -5.848 -0.032
H -1.052 -5.683 -0.468
H -2.307 -5.098 -1.569
H -4.505 -1.668 3.043
H -4.850 0.268 4.518
H -3.116 1.994 4.772
H -0.949 1.758 3.583
H -0.470 -0.338 2.381
H 4.277 -2.960 0.308
H 3.377 -4.901 -1.308
H 2.296 -4.226 -2.528
H 1.636 -5.134 -1.163
H 4.932 -1.762 2.018
H 6.018 -0.155 3.523
H 5.012 2.079 3.865
H 2.944 2.725 2.686
H 1.843 1.156 1.163
H 0.973 2.579 -2.065
H 0.714 5.026 -2.182
H -1.494 6.022 -2.689
H -3.436 4.560 -3.141
H -3.176 2.107 -3.062
C -0.037 4.136 1.426
C -0.851 3.066 0.779
N -2.111 3.312 0.500
O -0.312 1.957 0.503
H -0.618 4.670 2.177
H 0.263 4.853 0.659
H 0.853 3.712 1.879
H -2.504 4.222 0.684
H -2.638 2.684 -0.091